P) {
  "formula": "C5H9N2",
  "method": "ωB97M-V with the def2-TZVPD basis set",
  "elements": ["N", "N", "C", "C", "C", "C", "C", "H", "H", "H", "H", "H", "H", "H", "H", "H"],
  "coordinates": [[1.286, -0.358, -0.094], [-3.396, -0.865, 0.025], [-2.386, 0.000, -0.015], [-1.378, 0.697, -0.032], [1.067, 0.929, -0.182], [2.543, -1.034, 0.177], [-0.254, 1.596, -0.186], [2.381, -1.657, 1.112], [0.487, -1.003, -0.076], [-0.340, 2.562, 0.386], [1.824, 1.510, 0.126], [-3.053, -1.785, 0.400], [3.430, -0.291, 0.210], [2.584, -1.772, -0.690], [-0.433, 2.083, -1.257], [-4.363, -0.611, 0.094]],
  "homo_lumo_gap_ev": 7.467,
  "e_homo_ev": -12.1510,
  "lumo_energy_ev": -4.7,
  "charge": 1
}

=====

Q) {
  "formula": "C5H9N2",
  "method": "ωB97M-V with the def2-TZVPD basis set",
  "elements": ["N", "N", "C", "C", "C", "C", "C", "H", "H", "H", "H", "H", "H", "H", "H", "H"],
  "coordinates": [[-1.827, 0.049, 0.068], [2.360, 0.335, 0.212], [3.574, 0.540, 0.134], [-0.826, 0.729, 0.448], [-2.180, 1.152, 0.916], [3.256, -0.772, -0.397], [-2.475, -0.983, -0.756], [0.168, 0.823, 0.274], [4.319, 1.125, 0.612], [-2.544, 0.854, 1.926], [3.320, -1.698, 0.150], [-2.655, 1.966, 0.539], [-3.028, -0.547, -1.638], [-1.511, -1.532, -1.121], [3.148, -0.692, -1.450], [-3.098, -1.349, 0.085]],
  "homo_lumo_gap_ev": 8.826,
  "e_homo_ev": -13.5418,
  "lumo_energy_ev": -4.7,
  "charge": 1
}

=====

Which structure is most stable? P), by 0.1053 hartree over the runner-up.

=====

P) {
  "formula": "C5H9N2",
  "method": "ωB97M-V with the def2-TZVPD basis set",
  "elements": ["N", "N", "C", "C", "C", "C", "C", "H", "H", "H", "H", "H", "H", "H", "H", "H"],
  "coordinates": [[-0.703, 1.796, 0.505], [0.575, 0.154, 1.093], [-0.119, -0.238, -0.102], [-1.081, 0.782, -0.380], [-0.048, -1.682, -0.474], [0.230, 1.439, 1.400], [0.938, -1.818, -1.698], [-0.221, -2.302, 0.370], [0.840, 1.884, 2.320], [-1.134, 2.709, 0.413], [0.420, -2.071, -2.610], [-1.097, -1.658, -0.833], [1.632, -1.006, -2.076], [1.563, -2.704, -1.651], [-1.965, 0.951, -1.072], [1.347, -0.345, 1.471]],
  "homo_lumo_gap_ev": 10.653,
  "e_homo_ev": -14.0237,
  "lumo_energy_ev": -3.4,
  "charge": 1
}

=====

Q) {
  "formula": "C5H9N2",
  "method": "ωB97M-V with the def2-TZVPD basis set",
  "elements": ["N", "N", "C", "C", "C", "C", "C", "H", "H", "H", "H", "H", "H", "H", "H", "H"],
  "coordinates": [[-1.643, -0.610, -0.689], [0.653, -0.296, 0.365], [-0.432, 0.443, 0.837], [-1.814, -0.051, 0.657], [1.484, 0.530, -0.491], [-1.301, 0.867, -0.378], [0.681, -1.553, 0.245], [2.516, 0.300, -0.301], [-0.270, 1.272, 1.529], [1.282, 1.564, -0.191], [-2.513, -0.072, 1.459], [-1.385, 1.716, -0.992], [0.039, -2.240, 0.715], [1.545, -1.963, -0.418], [1.366, 0.442, -1.588], [-2.564, -0.691, -1.158]],
  "homo_lumo_gap_ev": 9.311,
  "e_homo_ev": -13.7367,
  "lumo_energy_ev": -4.4,
  "charge": 1
}

=====

R) {
  "formula": "C5H9N2",
  "method": "ωB97M-V with the def2-TZVPD basis set",
  "elements": ["N", "N", "C", "C", "C", "C", "C", "H", "H", "H", "H", "H", "H", "H", "H", "H"],
  "coordinates": [[0.953, -0.120, -0.237], [0.021, 0.892, -0.666], [0.157, -1.180, 0.050], [-0.715, 1.362, 0.520], [2.388, 0.135, -0.074], [-1.394, 0.432, -0.389], [-1.727, -1.067, -0.040], [2.488, 0.810, -0.974], [2.776, -0.793, -0.106], [-1.140, 2.397, 0.462], [2.562, 0.479, 0.922], [-1.937, 0.856, -1.210], [-0.617, 1.010, 1.530], [-2.199, -1.505, -0.960], [0.525, -2.252, 0.240], [-2.141, -1.458, 0.931]],
  "homo_lumo_gap_ev": 9.830,
  "e_homo_ev": -14.7644,
  "lumo_energy_ev": -4.9,
  "charge": 1
}

=====

Which structure is most stable? P), by 0.1135 hartree over the runner-up.

=====

P) {
  "formula": "C6H8O3",
  "method": "ωB97M-V with the def2-TZVPD basis set",
  "elements": ["O", "O", "O", "C", "C", "C", "C", "C", "C", "H", "H", "H", "H", "H", "H", "H", "H"],
  "coordinates": [[1.371, 1.127, 1.308], [0.086, 1.321, -1.754], [2.361, -1.306, -1.019], [0.024, -0.751, -0.554], [-0.364, 0.741, -0.785], [-1.557, 1.238, -0.014], [1.514, -0.689, -0.460], [-0.524, -1.407, 0.717], [1.922, 0.696, 0.336], [-0.105, -2.406, 0.825], [-0.262, -0.835, 1.604], [-2.419, 0.601, -0.204], [-1.607, -1.479, 0.662], [2.947, 0.999, 0.049], [-0.253, -1.328, -1.444], [-1.355, 1.220, 1.055], [-1.780, 2.257, -0.323]],
  "homo_lumo_gap_ev": 9.355,
  "e_homo_ev": -9.5060,
  "lumo_energy_ev": -0.2,
  "charge": 0
}

=====

Q) {
  "formula": "C6H8O3",
  "method": "ωB97M-V with the def2-TZVPD basis set",
  "elements": ["O", "O", "O", "C", "C", "C", "C", "C", "C", "H", "H", "H", "H", "H", "H", "H", "H"],
  "coordinates": [[-0.757, 0.121, 2.298], [-0.903, 1.611, -0.780], [1.821, -0.893, 0.281], [-0.114, -0.629, -1.393], [0.614, -0.918, 0.262], [-0.024, 0.482, 1.423], [-0.792, -1.615, -2.007], [0.954, 1.621, 1.511], [-0.968, 0.462, -0.415], [-1.839, -0.076, -0.013], [0.428, 2.505, 1.872], [1.403, 1.838, 0.545], [1.741, 1.349, 2.215], [-0.043, -1.701, 0.667], [-0.581, -1.922, -3.024], [-1.593, -2.148, -1.506], [0.653, -0.088, -1.936]],
  "homo_lumo_gap_ev": 7.271,
  "e_homo_ev": -8.4645,
  "lumo_energy_ev": -1.2,
  "charge": 0
}

=====

Which structure is most stable? P), by 0.1469 hartree over the runner-up.

=====

P) {
  "formula": "C6H8O3",
  "method": "ωB97M-V with the def2-TZVPD basis set",
  "elements": ["O", "O", "O", "C", "C", "C", "C", "C", "C", "H", "H", "H", "H", "H", "H", "H", "H"],
  "coordinates": [[-0.041, -1.168, 0.699], [-2.022, -1.309, 1.741], [2.533, -1.641, -0.639], [-0.057, 0.921, -0.191], [-1.286, 0.652, 0.588], [0.876, -0.090, 0.213], [1.473, -0.739, -1.078], [-2.274, 1.457, 0.990], [-1.150, -0.810, 1.159], [-3.137, 1.212, 1.308], [1.728, -0.101, -1.920], [-2.264, 2.252, 0.548], [0.905, -1.168, -1.946], [-0.286, 0.709, -1.228], [0.546, 2.045, 0.009], [1.809, -0.023, 0.975], [2.647, -2.197, -1.229]],
  "homo_lumo_gap_ev": 10.431,
  "e_homo_ev": -9.7982,
  "lumo_energy_ev": 0.6,
  "charge": 0
}

=====

Q) {
  "formula": "C6H8O3",
  "method": "ωB97M-V with the def2-TZVPD basis set",
  "elements": ["O", "O", "O", "C", "C", "C", "C", "C", "C", "H", "H", "H", "H", "H", "H", "H", "H"],
  "coordinates": [[-1.065, -0.718, 2.188], [0.710, 0.288, -1.623], [1.768, -1.552, 0.274], [0.934, 1.871, 0.386], [0.013, -1.145, 1.827], [-1.367, -1.039, -1.272], [-0.116, -0.344, -0.675], [0.686, -1.051, 0.390], [0.086, 1.134, -0.698], [-0.950, -1.935, -1.772], [1.830, 2.385, 0.065], [1.177, 1.118, 1.165], [0.241, 2.634, 0.798], [0.759, -1.593, 2.505], [-0.809, 1.700, -1.146], [-1.923, -0.336, -1.987], [-1.973, -1.417, -0.427]],
  "homo_lumo_gap_ev": 9.136,
  "e_homo_ev": -9.8220,
  "lumo_energy_ev": -0.7,
  "charge": 0
}

=====

Which structure is most stable? Q), by 0.1216 hartree over the runner-up.